ORCA calculation (ωB97M-V/def2-TZVPD) on a molecular structure, C45H36N6O4ReSe2 in a non-equilibrium geometry.

Structure (XYZ):
```
94
Properties=species:S:1:pos:R:3
Re -0.485 0.292 -0.178
C -1.960 4.407 0.609
C -2.490 4.731 -0.631
C -2.542 3.770 -1.628
C -2.009 2.505 -1.400
C -1.391 2.188 -0.177
C -1.438 3.139 0.837
C -2.188 1.386 -2.316
C -2.611 1.528 -3.648
C -2.870 0.416 -4.393
C -2.810 -0.859 -3.794
C -3.195 -2.029 -4.483
C -3.173 -3.241 -3.854
C -2.775 -3.323 -2.507
C -2.383 -2.208 -1.816
C -2.366 -0.948 -2.448
N -1.966 0.182 -1.773
H -1.978 5.133 1.412
H -2.900 5.717 -0.805
H -3.033 4.003 -2.564
H -1.079 2.897 1.829
H -2.680 2.515 -4.079
H -3.151 0.493 -5.436
H -3.524 -1.941 -5.511
H -3.480 -4.137 -4.376
H -2.802 -4.278 -2.001
H -2.119 -2.280 -0.774
O 0.709 0.285 -1.967
N 1.023 -0.839 -2.506
N 0.700 -1.861 -1.842
O 0.103 -1.772 -0.677
C 0.944 -3.165 -2.381
C 0.518 -4.264 -1.646
C 0.703 -5.536 -2.160
C 1.331 -5.703 -3.385
C 1.763 -4.597 -4.105
C 1.568 -3.319 -3.615
H 0.051 -4.111 -0.684
H 0.362 -6.399 -1.605
H 1.490 -6.696 -3.783
H 2.251 -4.733 -5.061
H 1.893 -2.453 -4.172
Se -1.830 -2.389 2.471
Se -1.908 -0.131 1.883
C -3.786 -0.103 1.357
C -4.729 0.393 2.239
C -6.038 0.470 1.781
C -6.329 0.041 0.497
C -5.302 -0.478 -0.282
N -4.044 -0.530 0.141
C 0.053 -2.521 2.936
C 0.458 -3.332 3.986
C 1.821 -3.428 4.229
C 2.706 -2.726 3.425
C 2.188 -1.919 2.425
N 0.882 -1.817 2.196
H -4.448 0.704 3.236
H -6.814 0.870 2.419
H -7.334 0.109 0.105
H -5.487 -0.849 -1.285
H -0.266 -3.851 4.600
H 2.185 -4.046 5.038
H 3.774 -2.798 3.574
H 2.829 -1.313 1.791
C 5.304 2.686 2.861
O 4.237 2.733 1.918
C 4.291 1.931 0.841
C 5.220 0.906 0.691
C 5.257 0.151 -0.468
C 4.384 0.418 -1.512
C 3.473 1.448 -1.389
C 3.391 2.189 -0.217
N 2.492 3.294 -0.181
C 1.815 3.779 0.829
C 1.479 3.121 2.050
C 1.395 3.904 3.214
C 1.118 3.346 4.436
C 0.845 1.980 4.509
C 0.822 1.204 3.371
C 1.130 1.735 2.106
O 1.023 1.012 1.005
H 5.101 3.484 3.571
H 6.267 2.865 2.380
H 5.324 1.734 3.394
H 5.936 0.717 1.477
H 5.993 -0.635 -0.564
H 4.428 -0.158 -2.426
H 2.798 1.682 -2.201
H 2.473 3.833 -1.039
H 1.465 4.800 0.712
H 1.623 4.960 3.134
H 1.113 3.952 5.331
H 0.623 1.525 5.466
H 0.586 0.153 3.439
```

Total energy ... -7246.46219 Eh
Multiplicity ... 2
E_LUMO (spin up / spin down) ... -6.6988 / -6.3545 eV
Highest occupied orbital energy (spin up / spin down) ... -0.47599 / -0.47095 Ha
Charge ... +2
Kohn-Sham gap (spin up / spin down) ... 6.25 / 6.46 eV
<S²> ... 0.759
Energy above the lowest of the compared OMol25 structures with the same formula, charge and spin ... 69.4 kJ/mol

***

ORCA calculation (ωB97M-V/def2-TZVPD) on a molecular structure, C45H37BiCl2N9O3S.

Structure (XYZ):
```
98
Properties=species:S:1:pos:R:3
Bi -0.036 -0.528 0.117
C -0.406 -6.924 -2.130
C -1.190 -6.370 -3.153
C -1.236 -5.000 -3.355
C -0.492 -4.198 -2.502
C -0.338 -2.743 -2.409
N 0.423 -2.450 -1.310
C 0.872 -3.612 -0.770
N 1.787 -3.747 0.170
C 2.429 -2.709 0.697
C 3.568 -2.872 1.587
C 4.229 -3.998 2.065
C 5.307 -3.801 2.910
C 5.723 -2.506 3.264
C 5.071 -1.388 2.777
C 3.983 -1.591 1.934
C 3.090 -0.669 1.250
N 3.211 0.650 1.361
C 2.530 1.489 0.611
N 1.608 1.177 -0.340
C 1.304 2.303 -1.043
N 0.573 2.434 -2.134
C 0.043 1.400 -2.779
N 0.104 0.103 -2.429
C -0.560 -0.627 -3.353
N -0.786 -1.933 -3.347
C -1.079 0.258 -4.405
C -1.769 0.016 -5.580
C -2.081 1.109 -6.378
C -1.706 2.405 -6.006
C -1.009 2.640 -4.829
C -0.703 1.546 -4.036
C 2.020 3.438 -0.454
C 2.056 4.784 -0.782
C 2.854 5.615 -0.012
C 3.614 5.105 1.050
C 3.594 3.754 1.359
C 2.779 2.931 0.595
N 2.175 -1.380 0.528
C 0.276 -4.745 -1.480
C 0.341 -6.119 -1.284
H -0.390 -7.999 -1.998
H -1.768 -7.028 -3.790
H -1.841 -4.555 -4.135
H 3.902 -4.991 1.784
H 5.842 -4.656 3.306
H 6.570 -2.387 3.930
H 5.384 -0.385 3.040
H -2.058 -0.991 -5.852
H -2.621 0.960 -7.305
H -1.969 3.237 -6.649
H -0.716 3.639 -4.531
H 1.465 5.163 -1.606
H 2.896 6.675 -0.231
H 4.229 5.780 1.633
H 4.182 3.345 2.172
H 0.948 -6.537 -0.491
O -3.145 -0.885 -1.709
C -3.012 0.347 -1.662
O -2.408 1.024 -0.782
H -3.437 0.931 -2.512
Cl -5.877 -1.582 0.918
C -4.401 -2.499 0.889
C -4.424 -3.876 0.872
C -3.209 -4.547 0.850
C -2.045 -3.805 0.841
N -2.030 -2.469 0.843
C -3.191 -1.825 0.862
H -5.365 -4.410 0.876
H -3.167 -5.628 0.836
H -1.078 -4.295 0.852
H -3.171 -0.742 0.874
Cl -1.106 -0.915 3.642
C 0.290 -1.080 2.495
H 0.592 -2.126 2.541
H 1.078 -0.449 2.907
C 0.809 2.686 4.046
C -0.648 2.482 4.457
C -1.654 3.080 3.475
S -1.909 2.064 2.005
O -0.559 1.918 1.340
C -2.883 3.270 1.045
C -2.047 4.150 0.127
C -1.401 5.358 0.802
H 1.481 2.224 4.772
H 1.052 3.751 3.988
H 1.006 2.246 3.070
H -0.822 2.952 5.428
H -0.852 1.415 4.581
H -1.357 4.080 3.153
H -2.653 3.129 3.919
H -3.469 3.840 1.772
H -3.544 2.648 0.445
H -2.701 4.476 -0.684
H -1.284 3.528 -0.334
H -2.121 5.909 1.417
H -1.006 6.048 0.055
H -0.561 5.063 1.435
```

Total energy ... -3988.87539 Eh
E_LUMO (spin up / spin down) ... 1.1056 / 1.1799 eV
Highest occupied orbital energy (spin up / spin down) ... -0.13959 / -0.14291 Ha
Charge ... -1
Kohn-Sham gap (spin up / spin down) ... 4.90 / 5.07 eV
Energy above the lowest of the compared OMol25 structures with the same formula, charge and spin ... 100.2 kJ/mol

***

ORCA calculation (ωB97M-V/def2-TZVPD) on a molecular structure, C45H37BrN5O7P2SiY in a non-equilibrium geometry.

Structure (XYZ):
```
99
Properties=species:S:1:pos:R:3
Y 0.554 -0.899 0.493
C 4.069 1.852 1.916
C 3.521 2.745 2.814
C 2.247 2.513 3.313
C 1.555 1.392 2.884
N 2.070 0.555 1.980
C 3.299 0.773 1.512
C 0.208 1.021 3.417
C -0.352 1.688 4.497
C -1.564 1.249 4.994
C -2.165 0.142 4.427
C -1.551 -0.473 3.345
N -0.399 -0.021 2.838
C -2.111 -1.716 2.740
C -3.413 -2.138 2.980
C -3.815 -3.361 2.474
C -2.901 -4.131 1.773
C -1.636 -3.613 1.555
N -1.255 -2.418 1.999
H 5.051 2.001 1.491
H 4.071 3.625 3.121
H 1.803 3.208 4.009
H 3.660 0.064 0.779
H 0.155 2.523 4.955
H -2.022 1.748 5.838
H -3.084 -0.251 4.834
H -4.108 -1.519 3.527
H -4.826 -3.710 2.633
H -3.160 -5.105 1.382
H -0.904 -4.173 0.989
O 4.026 -2.684 1.781
P 2.679 -3.438 2.113
O 2.881 -4.612 2.963
O 1.526 -2.533 2.059
O 2.466 -4.399 0.486
P 2.004 -2.299 -1.659
O 3.106 -3.306 -2.233
O 1.281 -1.548 -2.688
O 2.586 -1.584 -0.456
H 4.788 -3.204 2.070
H 2.950 -3.434 -3.179
Br -6.147 2.415 -0.639
C -4.707 1.181 -0.658
C -3.663 1.329 0.235
C -2.614 0.430 0.198
C -2.555 -0.629 -0.712
C -3.617 -0.730 -1.622
C -4.682 0.159 -1.590
N -1.424 -1.457 -0.680
C -1.441 -2.571 -1.442
C -0.481 -3.527 -1.519
C -0.686 -4.777 -2.208
C 0.022 -5.869 -1.882
C 1.013 -5.757 -0.819
C 1.349 -4.547 -0.391
N 0.813 -3.338 -0.846
H -3.644 2.158 0.930
H -1.786 0.606 0.870
H -3.618 -1.484 -2.396
H -5.481 0.063 -2.313
H -2.317 -2.785 -2.049
H -1.472 -4.826 -2.951
H -0.140 -6.824 -2.360
H 1.489 -6.637 -0.404
H 2.791 -5.284 0.720
C -0.200 1.230 -5.793
C -1.005 0.535 -4.900
C -0.754 0.609 -3.539
C 0.289 1.380 -3.018
C 1.076 2.079 -3.935
C 0.842 2.003 -5.304
Si 0.557 1.467 -1.134
C 2.209 2.435 -0.998
C 3.394 1.789 -1.376
C 4.631 2.414 -1.297
C 4.721 3.714 -0.813
C 3.564 4.375 -0.425
C 2.328 3.743 -0.523
C -0.755 2.756 -0.585
C -0.806 3.165 0.754
C -1.790 4.015 1.238
C -2.780 4.481 0.381
C -2.755 4.096 -0.951
C -1.755 3.253 -1.425
H -0.384 1.171 -6.859
H -1.825 -0.072 -5.266
H -1.386 0.046 -2.864
H 1.889 2.703 -3.586
H 1.474 2.556 -5.988
H 3.345 0.770 -1.751
H 5.524 1.890 -1.616
H 5.682 4.210 -0.751
H 3.621 5.394 -0.059
H 1.439 4.289 -0.230
H -0.041 2.815 1.441
H -1.789 4.314 2.281
H -3.562 5.133 0.748
H -3.525 4.448 -1.628
H -1.765 2.964 -2.469
```

Total energy ... -6122.40853 Eh
E_LUMO ... -0.6622 eV
Highest occupied orbital energy ... -0.23620 Ha
Kohn-Sham gap ... 5.77 eV
Energy above the lowest of the compared OMol25 structures with the same formula, charge and spin ... 528.1 kJ/mol

***

ORCA calculation (ωB97M-V/def2-TZVPD) on a molecular structure, C45H37N2OP2S3Zr in a non-equilibrium geometry.

Structure (XYZ):
```
91
Properties=species:S:1:pos:R:3
Zr -0.687 0.186 -0.619
C 0.663 -3.325 1.608
N -0.490 -2.390 1.468
P 0.108 -0.803 1.942
C 0.197 -0.984 3.751
C 0.944 -0.027 4.434
C 0.948 -0.022 5.820
C 0.218 -0.976 6.515
C -0.517 -1.934 5.827
C -0.534 -1.945 4.442
C -1.426 0.248 1.919
C -2.636 -0.097 2.532
C -3.622 0.854 2.696
C -3.427 2.160 2.245
C -2.219 2.536 1.686
C -1.209 1.587 1.539
P -1.282 -2.371 -0.091
C -3.037 -1.974 0.252
C -3.890 -2.756 1.027
C -5.212 -2.376 1.193
C -5.694 -1.217 0.596
C -4.859 -0.438 -0.191
C -3.542 -0.826 -0.366
C -1.321 -4.088 -0.651
C -1.702 -5.142 0.182
C -1.829 -6.413 -0.350
C -1.588 -6.640 -1.700
C -1.184 -5.599 -2.522
C -1.042 -4.324 -1.997
H 0.926 -3.394 2.663
H 1.550 -2.992 1.056
H 0.400 -4.316 1.260
H 1.519 0.710 3.884
H 1.523 0.721 6.356
H 0.232 -0.982 7.596
H -1.081 -2.677 6.374
H -1.101 -2.699 3.910
H -2.777 -1.095 2.920
H -4.542 0.588 3.199
H -4.210 2.896 2.374
H -2.040 3.567 1.411
H -0.198 1.918 1.290
H -3.527 -3.656 1.501
H -5.878 -2.995 1.780
H -6.726 -0.923 0.736
H -5.237 0.454 -0.673
H -2.903 -0.232 -1.024
H -1.879 -4.984 1.238
H -2.117 -7.233 0.294
H -1.709 -7.635 -2.107
H -0.977 -5.781 -3.568
H -0.697 -3.512 -2.625
O -1.653 1.671 -1.163
C -1.209 1.980 -2.487
C -1.677 3.347 -2.897
C -1.603 3.933 -4.126
C -2.063 5.275 -4.108
C -2.462 5.674 -2.872
S -2.302 4.430 -1.707
C 0.316 1.944 -2.444
C 1.226 1.622 -3.408
C 2.558 1.919 -3.025
C 2.645 2.443 -1.772
S 1.103 2.652 -1.049
C -1.738 0.837 -3.325
C -1.279 -0.474 -3.261
C -2.170 -1.369 -3.924
C -3.258 -0.734 -4.431
S -3.240 0.949 -4.122
H -1.233 3.434 -5.012
H -2.092 5.911 -4.980
H -2.858 6.633 -2.577
H 0.967 1.224 -4.380
H 3.415 1.752 -3.662
H 3.530 2.767 -1.247
H -0.267 -0.774 -2.986
H -1.991 -2.424 -4.065
H -4.068 -1.170 -4.996
N 1.344 -0.543 -0.982
C 2.487 -0.651 -1.126
C 3.875 -0.826 -1.176
C 4.467 -1.533 -2.236
C 5.835 -1.707 -2.247
C 6.612 -1.194 -1.213
C 6.027 -0.493 -0.161
C 4.663 -0.304 -0.132
H 3.850 -1.939 -3.027
H 6.302 -2.241 -3.062
H 7.684 -1.345 -1.223
H 6.642 -0.097 0.635
H 4.190 0.237 0.678
```

Total energy ... -3845.19108 Eh
E_LUMO ... -9.6859 eV
Highest occupied orbital energy ... -0.57169 Ha
Charge ... +3
Kohn-Sham gap ... 5.87 eV
Energy above the lowest of the compared OMol25 structures with the same formula, charge and spin ... 206.7 kJ/mol

***

> Which value of energy above the lowest of the compared OMol25 structures with the same formula, charge and spin does entry 4 give?

206.7 kJ/mol

***

> What is the energy above the lowest of the compared OMol25 structures with the same formula, charge and spin in the first record?

69.4 kJ/mol